The following is a quantum chemistry calculation of C16H34BeBrClFLiN3NaO10PS as an isolated structure in a non-equilibrium geometry, from the OMol25 dataset.

## Properties
- 2S+1 = 1
- energy (a.u.) = -5604.30202
- orbital gap (eV) = 2.15
- total charge = -1
- molecular weight (g/mol) = 664.80
- LUMO energy (eV) = -2.907

Atoms and positions in Å:
C1 4.13 -2.40 0.59
C2 4.66 -0.98 0.63
C3 4.15 0.03 -0.43
N1 3.56 1.25 0.06
P1 2.25 1.12 1.21
N2 0.88 0.97 2.47
C4 -0.18 0.05 2.12
C5 -0.74 0.25 0.72
H1 3.04 -2.42 0.64
H2 4.50 -2.90 1.49
H3 4.47 -3.01 -0.30
H4 4.50 -0.59 1.63
H5 5.74 -1.08 0.50
H6 3.46 -0.45 -1.14
H7 5.01 0.32 -1.03
H8 4.29 1.86 0.43
H9 1.58 2.21 0.66
H10 2.00 -0.19 0.77
H11 3.09 1.29 2.32
H12 1.34 0.60 3.29
H13 0.08 -1.01 2.31
H14 -1.01 0.24 2.85
H15 -0.07 0.02 -0.10
H16 -1.13 1.25 0.57
H17 -1.57 -0.45 0.59
C6 4.81 4.32 0.76
O1 3.86 4.33 1.62
O2 5.62 3.36 0.62
O3 5.01 5.34 -0.01
C7 0.27 2.68 -1.76
O4 1.64 2.70 -2.11
H18 -0.31 3.20 -2.57
H19 -0.12 1.66 -1.69
H20 0.13 3.21 -0.80
H21 2.17 2.25 -1.44
Na1 4.11 6.54 1.74
Be1 0.71 -2.34 3.68
F1 -0.02 3.06 -4.29
Li1 -2.22 1.53 2.10
N3 -2.69 -1.87 7.62
C8 -2.16 -2.45 6.55
C9 -2.00 -3.82 6.41
C10 -2.40 -4.64 7.45
C11 -2.96 -4.05 8.58
C12 -3.08 -2.67 8.61
H22 -1.85 -1.77 5.76
H23 -1.56 -4.22 5.51
H24 -2.29 -5.71 7.38
H25 -3.29 -4.66 9.41
H26 -3.52 -2.18 9.48
Br1 3.67 -2.92 -2.05
O5 -4.00 1.52 0.14
Cl1 -3.75 0.90 -1.18
O6 -4.92 1.09 -1.97
O7 -3.50 -0.51 -0.94
O8 -2.59 1.51 -1.77
C13 -1.64 -0.57 -6.79
C14 -3.07 -0.70 -7.35
C15 -4.04 -0.48 -6.18
S1 -3.17 0.60 -5.01
O9 -2.93 -0.15 -3.81
O10 -3.79 1.89 -5.00
C16 -1.64 0.68 -5.93
H27 -0.91 -0.51 -7.59
H28 -1.41 -1.45 -6.18
H29 -3.23 0.07 -8.11
H30 -3.24 -1.67 -7.82
H31 -4.96 0.02 -6.48
H32 -4.27 -1.40 -5.66
H33 -0.81 0.74 -5.23
H34 -1.67 1.59 -6.53